Entry 1:
The following is a DFT calculation (ωB97M-V with the def2-TZVPD basis set) of a molecular structure, C4H4BrIN2 at a distorted geometry.

```
! wB97M-V def2-TZVPD RIJCOSX def2/J DEFGRID3
* xyz 0 1
C -1.23 -3.36 -1.06
C 1.22 0.98 1.01
C 1.68 2.03 0.36
C -0.98 0.46 0.09
N -2.22 -2.97 -1.48
N -0.08 0.50 0.99
Br -0.61 0.56 -1.82
I -3.03 0.09 0.56
H -0.43 -3.52 -0.39
H 1.90 0.43 1.62
H 2.75 2.31 0.53
H 1.02 2.48 -0.41
*
```

Summary:
* max |F|: 2.75 eV Å⁻¹
* lowest unoccupied orbital energy: -0.272 eV
* relative energy (zero: lowest compared OMol25 entry of this formula, charge and spin): 33.5 kcal/mol

=====

Entry 2:
The following is a DFT calculation (ωB97M-V with the def2-TZVPD basis set) of a molecular structure, C23H40CsGeN6O6PS2.

```
! wB97M-V def2-TZVPD RIJCOSX def2/J DEFGRID3
* xyz -1 2
Cs 0.84 -0.61 -0.41
N -0.12 -0.48 4.58
N 1.22 -0.32 4.14
C 1.48 0.48 3.05
N 2.72 0.37 2.49
N 0.51 1.25 2.64
N 0.85 2.10 1.61
O -0.27 2.65 1.08
O 1.89 2.83 1.64
H -0.65 -0.89 3.81
H -0.48 0.45 4.73
H 1.71 -1.20 4.15
H 3.43 -0.06 3.05
H 3.01 1.19 1.97
C -3.82 -5.47 0.87
C -2.48 -4.86 0.53
O -2.59 -3.45 0.34
P -2.10 -2.43 1.50
S -2.44 -0.62 0.83
S -0.26 -2.86 2.07
O -3.07 -2.82 2.74
C -4.43 -2.36 2.76
C -4.58 -1.22 3.75
H -3.74 -6.56 0.92
H -4.56 -5.22 0.11
H -4.17 -5.10 1.84
H -2.10 -5.27 -0.41
H -1.74 -5.08 1.31
H -5.04 -3.22 3.06
H -4.73 -2.05 1.76
H -4.23 -1.53 4.73
H -5.63 -0.92 3.82
H -3.99 -0.37 3.41
O 3.43 1.70 -2.48
C 2.90 0.59 -2.66
O 3.06 -0.48 -2.03
C 1.85 0.53 -3.78
C 2.32 0.53 -5.12
C 1.40 0.47 -6.12
C 0.02 0.42 -5.80
C -1.00 0.36 -6.77
C -2.32 0.34 -6.41
C -2.67 0.37 -5.04
C -1.71 0.42 -4.08
C -0.34 0.45 -4.43
N 0.59 0.51 -3.43
H 3.38 0.58 -5.31
H 1.70 0.45 -7.16
H -0.72 0.34 -7.82
H -3.09 0.30 -7.16
H -3.72 0.35 -4.76
H -1.96 0.44 -3.02
C -4.13 5.86 -1.89
C -3.52 6.55 -0.68
C -2.06 6.18 -0.45
C -1.83 4.70 -0.16
Ge 0.03 4.31 0.32
C 1.20 4.23 -1.23
C 0.44 4.06 -2.55
C 1.37 4.13 -3.76
C 0.61 3.98 -5.07
H -5.17 6.18 -2.05
H -4.13 4.78 -1.78
H -3.57 6.10 -2.80
H -4.10 6.28 0.22
H -3.61 7.63 -0.79
H -1.67 6.78 0.38
H -1.48 6.48 -1.34
H -2.08 4.08 -1.03
H -2.48 4.37 0.66
H 0.49 5.28 1.42
H 1.92 3.42 -1.10
H 1.78 5.16 -1.24
H -0.34 4.83 -2.65
H -0.07 3.09 -2.56
H 2.13 3.36 -3.66
H 1.89 5.10 -3.75
H 0.04 3.05 -5.09
H 1.29 3.97 -5.93
H -0.10 4.80 -5.22
*
```

Summary:
* max |F|: 0.53 eV Å⁻¹
* lowest unoccupied orbital energy (alpha / beta): 2.177 / 2.171 eV
* expectation value of S²: 0.755
* relative energy (zero: lowest compared OMol25 entry of this formula, charge and spin): 7.9 kcal/mol

=====

Entry 3:
The following is a DFT calculation (ωB97M-V with the def2-TZVPD basis set) of 2 unconnected molecules or ions with the total composition C3H8N2O at a distorted geometry.

```
! wB97M-V def2-TZVPD RIJCOSX def2/J DEFGRID3
* xyz 0 1
C 0.50 0.91 -0.66
N 0.72 -0.32 -0.91
C 0.29 -0.85 -2.23
H 0.75 1.67 -1.44
H -0.13 1.40 0.09
H -0.38 -1.68 -2.03
H 1.18 -1.18 -2.78
H -0.27 -0.07 -2.75
N -0.14 -0.61 1.96
C -0.66 0.60 2.24
O -0.19 1.70 2.00
H -0.72 -1.33 2.35
H 0.57 -0.79 1.26
H -1.53 0.56 2.91
*
```

Summary:
* max |F|: 2.86 eV Å⁻¹
* lowest unoccupied orbital energy: 0.627 eV
* structure (SMILES): C=NC.NC=O
* relative energy (zero: lowest compared OMol25 entry of this formula, charge and spin): 73.7 kcal/mol

=====

Entry 4:
The following is a DFT calculation (ωB97M-V with the def2-TZVPD basis set) of a molecular structure, C20H32F6N3O12S2Sr at a distorted geometry.

```
! wB97M-V def2-TZVPD RIJCOSX def2/J DEFGRID3
* xyz -1 1
Sr -17.21 24.87 1.20
C -13.05 20.95 -0.42
C -12.53 21.18 -1.74
C -13.33 22.20 -2.65
O -12.89 22.52 -3.74
C -14.54 22.82 -2.14
C -14.95 22.56 -0.85
C -14.19 21.58 0.03
O -14.68 21.33 1.18
O -15.90 23.28 -0.34
O -11.58 20.61 -2.27
H -12.69 20.11 0.17
H -15.14 23.47 -2.75
C -17.41 29.37 1.93
F -17.83 30.31 2.75
F -18.31 29.15 0.97
F -16.32 29.78 1.30
S -17.11 27.74 2.94
O -16.82 28.04 4.31
O -18.32 26.94 2.79
N -16.01 26.88 1.95
S -14.63 27.45 2.63
O -14.43 28.89 2.69
O -14.23 26.77 3.86
C -13.37 26.92 1.26
F -12.26 26.58 1.89
F -13.78 25.89 0.53
F -13.19 27.97 0.48
C -14.11 23.75 3.14
O -15.52 23.96 3.11
C -16.19 23.71 4.34
C -17.64 24.16 4.39
N -18.51 24.02 3.21
C -18.65 22.60 2.90
C -19.42 22.30 1.61
O -18.73 22.88 0.51
C -19.18 22.52 -0.77
H -14.01 22.68 3.33
H -13.62 24.31 3.94
H -13.64 23.98 2.19
H -15.61 24.09 5.18
H -16.15 22.61 4.44
H -17.62 25.21 4.67
H -18.07 23.68 5.28
H -19.38 24.50 3.40
H -19.22 22.04 3.65
H -17.67 22.15 2.76
H -20.45 22.67 1.56
H -19.39 21.21 1.48
H -19.49 21.47 -0.84
H -18.38 22.73 -1.47
H -20.05 23.13 -1.04
C -20.59 26.11 0.59
O -19.34 25.90 -0.02
C -19.13 26.66 -1.22
C -18.05 25.92 -1.98
N -16.76 26.09 -1.27
C -16.03 27.29 -1.68
C -14.80 26.92 -2.48
O -15.23 26.70 -3.84
C -14.08 26.26 -4.57
H -20.89 27.16 0.66
H -20.54 25.68 1.59
H -21.42 25.59 0.09
H -18.82 27.67 -0.93
H -20.05 26.71 -1.81
H -17.91 26.33 -2.98
H -18.34 24.88 -2.05
H -16.20 25.26 -1.47
H -15.73 27.81 -0.77
H -16.57 27.96 -2.35
H -14.35 26.02 -2.07
H -14.06 27.73 -2.46
H -13.29 27.01 -4.64
H -14.37 25.99 -5.58
H -13.64 25.39 -4.08
*
```

Summary:
* max |F|: 4.99 eV Å⁻¹
* lowest unoccupied orbital energy: 1.483 eV

=====

Entry 5:
The following is a DFT calculation (ωB97M-V with the def2-TZVPD basis set) of C2H7N2 in the gas phase at a distorted geometry.

```
! wB97M-V def2-TZVPD RIJCOSX def2/J DEFGRID3
* xyz 0 2
C 0.44 0.91 -1.18
N -0.52 -1.21 1.44
C -0.54 -0.23 0.49
N 0.64 0.01 -0.02
H 0.02 0.36 -2.07
H 1.36 1.51 -1.58
H -0.24 1.91 -0.96
H 0.13 -2.00 1.44
H -1.33 -1.29 2.12
H -1.51 0.33 0.18
H 1.55 -0.31 0.14
*
```

Summary:
* max |F|: 6.70 eV Å⁻¹
* lowest unoccupied orbital energy (alpha / beta): 1.297 / 1.195 eV
* expectation value of S²: 0.753
* relative energy (zero: lowest compared OMol25 entry of this formula, charge and spin): 28.9 kcal/mol

=====

Entry 6:
The following is a DFT calculation (ωB97M-V with the def2-TZVPD basis set) of C5H12N2O in the gas phase at a distorted geometry.

```
! wB97M-V def2-TZVPD RIJCOSX def2/J DEFGRID3
* xyz 0 1
C 0.35 0.07 2.23
C 0.05 1.56 1.95
C 0.44 -0.78 1.01
N -0.93 -0.83 0.26
C -0.76 -1.03 -1.22
C 0.07 -0.05 -1.92
N 0.32 -0.49 -3.28
O 0.23 1.23 -1.79
H 1.29 -0.05 2.79
H -0.70 -0.05 2.89
H 0.95 2.05 1.34
H -0.31 2.07 3.02
H -0.94 1.62 1.38
H 1.13 -0.27 0.47
H 0.65 -1.84 1.34
H -1.27 0.13 0.12
H 0.70 -0.81 -1.24
H -1.38 -1.79 -1.76
H 0.51 0.26 -3.92
H -0.41 -1.02 -3.68
*
```

Summary:
* max |F|: 6.74 eV Å⁻¹
* lowest unoccupied orbital energy: -0.432 eV
* relative energy (zero: lowest compared OMol25 entry of this formula, charge and spin): 154.7 kcal/mol

=====

Entry 7:
The following is a DFT calculation (ωB97M-V with the def2-TZVPD basis set) of 2 unconnected molecules or ions with the total composition ClH3OSi at a distorted geometry.

```
! wB97M-V def2-TZVPD RIJCOSX def2/J DEFGRID3
* xyz 0 1
O -0.50 -0.41 0.13
Si 0.13 -1.25 1.23
H -0.06 -1.02 2.74
H 0.72 -2.61 0.82
Cl 1.03 2.22 0.32
H 0.74 2.36 1.56
*
```

Summary:
* max |F|: 1.19 eV Å⁻¹
* lowest unoccupied orbital energy: -0.564 eV
* structure (SMILES): O=[SiH2].Cl
* relative energy (zero: lowest compared OMol25 entry of this formula, charge and spin): 75.4 kcal/mol

=====

Entry 8:
The following is a DFT calculation (ωB97M-V with the def2-TZVPD basis set) of a molecular structure, C19H43OP3SSeSn at a distorted geometry.

```
! wB97M-V def2-TZVPD RIJCOSX def2/J DEFGRID3
* xyz 4 1
Sn -0.66 -1.37 0.30
P 0.19 2.01 1.97
P -2.71 0.26 0.22
P 2.28 -0.24 0.05
H -1.84 -2.32 -2.89
C -0.98 -2.46 -2.24
C -0.99 -3.17 -1.04
H -1.96 -3.49 -0.53
C 0.23 3.79 1.50
C -1.12 2.16 3.24
C 1.63 2.06 3.12
C -3.76 -0.56 -1.05
C -3.55 -0.18 1.77
C -3.14 2.02 -0.01
C 2.88 -1.27 -1.37
C 3.38 -0.92 1.34
C 3.30 1.25 -0.30
H -0.07 -2.34 -2.88
H -0.04 -3.72 -0.83
H 0.33 4.41 2.40
H -0.68 4.07 0.96
H 1.09 3.98 0.84
H -0.76 2.87 3.99
H -1.27 1.18 3.70
H -2.07 2.53 2.82
H 1.45 2.90 3.81
H 2.57 2.22 2.57
H 1.66 1.12 3.68
H -4.74 -0.03 -1.05
H -3.90 -1.63 -0.83
H -3.29 -0.47 -2.05
H -4.54 -0.61 1.54
H -3.65 0.73 2.37
H -2.96 -0.89 2.36
H -4.23 2.08 -0.16
H -2.63 2.43 -0.89
H -2.86 2.61 0.86
H 3.97 -1.12 -1.53
H 2.32 -0.98 -2.27
H 2.70 -2.34 -1.15
H 4.39 -1.03 0.93
H 2.99 -1.90 1.66
H 3.39 -0.24 2.20
H 4.33 0.94 -0.56
H 3.34 1.91 0.57
H 2.88 1.82 -1.14
C 0.18 0.99 -4.19
C -0.38 -0.15 -4.80
C 0.14 -0.60 -6.03
C 1.08 0.19 -6.69
C 1.49 1.44 -6.19
C 1.01 1.85 -4.95
Se -0.19 1.54 -2.38
H 0.93 2.50 -2.45
H -1.18 -0.72 -4.35
H -0.18 -1.53 -6.51
H 1.51 -0.11 -7.63
H 2.20 2.11 -6.69
H 1.27 2.81 -4.55
C -0.32 -2.28 5.39
S 0.33 -1.98 3.72
C 0.33 -3.69 3.13
O -0.86 -1.37 2.95
H -0.44 -1.30 5.89
H -1.28 -2.82 5.32
H 0.45 -2.89 5.88
H -0.64 -4.14 3.40
H 0.50 -3.72 2.04
H 1.13 -4.20 3.67
*
```

Summary:
* max |F|: 3.73 eV Å⁻¹
* lowest unoccupied orbital energy (alpha / beta): -14.837 / -14.874 eV
* relative energy (zero: lowest compared OMol25 entry of this formula, charge and spin): 16.3 kcal/mol

=====

Entry 9:
The following is a DFT calculation (ωB97M-V with the def2-TZVPD basis set) of 2 unconnected molecules or ions with the total composition C23H31N2O2 at a distorted geometry.

```
! wB97M-V def2-TZVPD RIJCOSX def2/J DEFGRID3
* xyz 1 1
C 5.48 2.47 3.68
O 5.16 1.07 3.75
C 3.86 0.68 3.59
C 3.58 -0.69 3.79
C 2.30 -1.17 3.67
C 1.21 -0.30 3.30
C -0.12 -0.81 3.25
C -1.30 -0.08 3.54
C -2.58 -0.71 3.47
C -3.72 0.05 3.62
C -3.67 1.45 3.87
O -4.88 2.08 3.79
C -5.89 1.02 3.48
C -5.16 -0.33 3.45
C -2.43 2.07 4.08
C -1.30 1.30 3.99
C 1.53 1.06 3.02
C 2.82 1.56 3.17
H 6.55 2.49 3.86
H 5.26 2.89 2.69
H 4.95 3.04 4.46
H 4.42 -1.33 4.06
H 2.08 -2.20 3.96
H -0.23 -1.90 3.15
H -2.69 -1.79 3.36
H -6.68 1.06 4.24
H -6.34 1.27 2.50
H -5.32 -0.86 2.50
H -5.52 -0.97 4.27
H -2.40 3.12 4.35
H -0.36 1.72 4.32
H 0.75 1.76 2.73
H 3.03 2.61 2.98
C 3.35 -2.74 -2.38
N 3.18 -4.14 -2.07
C 4.27 -4.98 -2.52
C 1.83 -4.64 -2.34
C 1.04 -4.84 -1.04
C -0.33 -5.49 -1.25
C -1.19 -4.95 -0.09
C -0.44 -3.73 0.48
N 0.80 -3.65 -0.26
H 2.56 -2.17 -1.87
H 4.33 -2.40 -2.03
H 3.27 -2.54 -3.46
H 4.13 -5.99 -2.12
H 4.33 -5.06 -3.62
H 5.22 -4.58 -2.15
H 1.29 -3.93 -2.99
H 1.92 -5.61 -2.84
H 1.68 -5.56 -0.47
H -0.76 -5.18 -2.21
H -0.24 -6.58 -1.22
H -2.20 -4.68 -0.42
H -1.28 -5.72 0.70
H -1.04 -2.81 0.33
H -0.29 -3.82 1.58
H 1.59 -3.22 0.19
*
```

Summary:
* max |F|: 2.11 eV Å⁻¹
* lowest unoccupied orbital energy: -5.202 eV
* relative energy (zero: lowest compared OMol25 entry of this formula, charge and spin): 35.1 kcal/mol

=====

Entry 10:
The following is a DFT calculation (ωB97M-V with the def2-TZVPD basis set) of a molecular structure, C25H36N11Sn at a distorted geometry.

```
! wB97M-V def2-TZVPD RIJCOSX def2/J DEFGRID3
* xyz 3 1
Sn 0.29 -1.15 -1.09
C 2.07 0.28 3.15
N 1.93 -1.19 3.03
C 2.45 -1.88 4.24
C 1.17 -1.73 2.09
N 0.43 -0.90 1.26
C -0.59 -0.18 1.70
C -1.24 -0.58 2.93
C -2.48 -0.13 3.27
C -3.04 0.85 2.44
C -2.37 1.42 1.36
C -2.96 2.61 0.85
C -2.26 3.39 -0.10
C -1.05 2.90 -0.54
C -0.48 1.63 -0.14
N 0.59 1.13 -0.82
C 1.34 1.80 -1.77
N 1.98 2.91 -1.47
C 2.13 3.38 -0.13
C 2.60 3.81 -2.46
N 1.44 1.25 -3.02
C 2.69 1.09 -3.71
C 0.23 0.79 -3.72
C -1.09 0.95 0.94
N 1.15 -3.05 1.87
C 2.26 -3.95 2.10
C 0.01 -3.78 1.25
H 3.02 0.53 3.60
H 1.23 0.61 3.80
H 2.07 0.79 2.20
H 2.09 -1.31 5.13
H 3.52 -1.93 4.26
H 2.05 -2.90 4.28
H -0.76 -1.40 3.47
H -2.98 -0.49 4.19
H -4.02 1.26 2.69
H -3.90 2.92 1.31
H -2.65 4.34 -0.41
H -0.48 3.50 -1.26
H 2.12 2.57 0.60
H 1.37 4.11 0.11
H 3.06 3.86 0.01
H 2.37 3.59 -3.48
H 3.66 3.81 -2.36
H 2.26 4.82 -2.24
H 2.75 1.64 -4.69
H 2.85 0.06 -4.02
H 3.54 1.35 -3.07
H -0.56 0.64 -2.99
H 0.47 -0.09 -4.34
H -0.11 1.61 -4.37
H 2.07 -4.67 2.93
H 3.20 -3.46 2.24
H 2.41 -4.54 1.17
H -0.87 -3.14 1.08
H -0.21 -4.58 1.90
H 0.40 -4.23 0.34
N 2.35 -1.55 -0.97
C 3.54 -1.45 -1.07
N 4.76 -1.53 -1.07
C 5.86 -0.88 -0.85
N 6.95 -0.50 -0.87
C -5.43 -2.48 -2.55
N -5.27 -1.26 -1.73
C -6.34 -0.29 -1.76
C -4.21 -1.24 -0.89
N -3.26 -1.28 -0.21
H -5.86 -3.33 -2.03
H -4.48 -2.80 -2.89
H -6.06 -2.24 -3.44
H -7.27 -0.70 -1.39
H -6.48 0.02 -2.77
H -6.02 0.56 -1.14
*
```

Summary:
* max |F|: 2.13 eV Å⁻¹
* lowest unoccupied orbital energy (alpha / beta): -12.215 / -12.215 eV
* relative energy (zero: lowest compared OMol25 entry of this formula, charge and spin): 7.6 kcal/mol

=====

Entry 11:
The following is a DFT calculation (ωB97M-V with the def2-TZVPD basis set) of CH3NOS in the gas phase at a distorted geometry.

```
! wB97M-V def2-TZVPD RIJCOSX def2/J DEFGRID3
* xyz 0 1
O -0.91 -1.18 -0.12
N -0.69 0.22 -0.11
C 0.56 0.53 -0.07
S 1.83 -0.52 -0.10
H 0.05 -1.46 0.41
H -1.53 0.73 -0.04
H 0.70 1.68 0.04
*
```

Summary:
* max |F|: 4.54 eV Å⁻¹
* lowest unoccupied orbital energy: 0.748 eV
* structure (SMILES): ONC=S
* relative energy (zero: lowest compared OMol25 entry of this formula, charge and spin): 64.8 kcal/mol

=====

Entry 12:
The following is a DFT calculation (ωB97M-V with the def2-TZVPD basis set) of C7H12 in the gas phase at a distorted geometry.

```
! wB97M-V def2-TZVPD RIJCOSX def2/J DEFGRID3
* xyz 0 1
C 3.01 0.21 1.32
C 2.44 -0.32 0.08
C 1.72 -0.67 -0.82
C 0.41 -0.82 -1.48
C -0.50 -0.14 -0.48
C -1.99 -0.08 -0.69
C -2.40 0.69 0.61
H 2.17 0.62 1.89
H 3.72 1.02 1.14
H 3.49 -0.56 1.93
H 0.12 -1.87 -1.61
H 0.36 -0.32 -2.45
H -0.37 -0.62 0.50
H -0.18 0.90 -0.34
H -2.42 -1.09 -0.78
H -2.23 0.44 -1.63
H -3.16 0.10 1.16
H -1.30 0.88 1.33
H -2.91 1.63 0.32
*
```

Summary:
* max |F|: 4.49 eV Å⁻¹
* lowest unoccupied orbital energy: 1.062 eV
* structure (SMILES): CC#CCCCC
* relative energy (zero: lowest compared OMol25 entry of this formula, charge and spin): 66.6 kcal/mol

=====

Entry 13:
The following is a DFT calculation (ωB97M-V with the def2-TZVPD basis set) of C6H13N in the gas phase at a distorted geometry.

```
! wB97M-V def2-TZVPD RIJCOSX def2/J DEFGRID3
* xyz 0 1
C -2.21 -1.11 -0.16
C -1.39 0.10 -0.67
C -0.12 0.32 0.13
C -0.36 1.07 1.45
C 1.11 -0.09 -0.22
C 2.41 0.52 0.26
N 1.30 -1.07 -1.24
H -1.53 -1.84 0.27
H -2.81 -1.56 -0.95
H -2.86 -0.78 0.65
H -1.06 -0.14 -1.69
H -1.92 1.04 -0.79
H -0.71 2.09 1.35
H -1.07 0.46 2.00
H 0.59 1.10 1.97
H 2.20 1.38 0.88
H 2.93 -0.24 0.86
H 3.12 0.84 -0.50
H 0.42 -1.37 -1.64
H 1.94 -0.72 -1.95
*
```

Summary:
* max |F|: 2.05 eV Å⁻¹
* lowest unoccupied orbital energy: 1.079 eV
* structure (SMILES): CC/C(C)=C(/C)N
* relative energy (zero: lowest compared OMol25 entry of this formula, charge and spin): 10.9 kcal/mol

=====

Entry 14:
The following is a DFT calculation (ωB97M-V with the def2-TZVPD basis set) of 4 unconnected molecules or ions with the total composition C3H14N2O4S at a distorted geometry.

```
! wB97M-V def2-TZVPD RIJCOSX def2/J DEFGRID3
* xyz 0 1
N 0.98 2.26 -1.06
C 0.46 0.95 -1.18
O 0.18 0.41 -2.23
N 0.43 0.27 0.01
C 1.15 0.71 1.21
C 0.86 -0.27 2.33
S 2.06 -0.05 3.71
H 0.98 2.68 -1.99
H 0.31 2.80 -0.53
H -0.03 -0.62 -0.03
H 0.73 1.68 1.50
H 2.21 0.80 1.07
H 0.86 -1.30 2.07
H -0.08 -0.10 2.85
H 1.82 1.26 3.82
O 0.73 -2.35 -1.93
H 0.94 -1.47 -2.27
H -0.08 -2.59 -2.41
O -1.97 -2.14 -2.52
H -2.59 -2.73 -2.06
H -2.04 -1.32 -2.04
O -2.80 0.14 0.81
H -1.86 0.17 0.59
H -3.25 0.81 0.30
*
```

Summary:
* max |F|: 1.90 eV Å⁻¹
* lowest unoccupied orbital energy: 0.175 eV
* structure (SMILES): NC(=O)NCCS.O.O.O
* relative energy (zero: lowest compared OMol25 entry of this formula, charge and spin): 1.7 kcal/mol